w.
Molecular formula: C2H6O
Method: DFT, the ωB97M-V functional and the def2-TZVPD basis

Positions of all 9 atoms, in Å:
C -0.31320 0.26654 -1.01043
O 0.58259 -0.04368 -0.10043
C -0.05616 -0.25570 1.11204
H -1.26209 -0.39979 -0.73189
H 0.11212 -0.02626 -2.10691
H -0.62434 1.44252 -1.07684
H -0.70313 0.71912 1.27587
H 0.76454 -0.38371 1.86037
H -0.73163 -1.06747 0.97319

Summary:
- SMILES = COC
- E_HOMO (eV) = -9.80
- total charge = 0

***

x.
Molecular formula: C2H6O
Method: DFT, the ωB97M-V functional and the def2-TZVPD basis

Positions of all 9 atoms, in Å:
C -0.30889 0.23854 1.40216
O -1.11951 -0.24091 0.65904
H -0.46697 0.22575 2.50004
H 0.67381 0.63302 1.08781
C 1.06211 -0.01167 -1.65139
H 0.55525 -0.94866 -1.87108
H 0.34975 0.80634 -1.68587
H 1.61172 -0.10196 -0.71693
H 1.80162 0.13232 -2.44347

Summary:
- SMILES = C=O.C
- E_HOMO (eV) = -10.25
- total charge = 0

***

Which of them is least stable? Easy: w.

***

w.
Molecular formula: C2H6O
Method: DFT, the ωB97M-V functional and the def2-TZVPD basis

Positions of all 9 atoms, in Å:
C 0.47681 0.84433 -0.25135
C 1.79332 0.88488 -0.15172
H -0.16453 1.71116 -0.05516
H -0.01154 -0.10508 -0.49903
H 2.24025 1.86326 0.05860
H 2.46055 0.01591 -0.18213
O -2.27659 -1.34139 0.30224
H -1.53377 -1.87490 0.66532
H -2.98451 -1.99820 0.11326

Summary:
- SMILES = C=C.O
- E_HOMO (eV) = -10.05
- total charge = 0

***

x.
Molecular formula: C2H6O
Method: DFT, the ωB97M-V functional and the def2-TZVPD basis

Positions of all 9 atoms, in Å:
C -0.29598 -0.12879 0.74834
C 0.65730 0.15748 -0.40630
O -0.11588 0.57550 -1.49830
H -0.66459 0.69163 1.28801
H -1.31652 -0.65806 0.42586
H 0.16453 -0.79273 1.62126
H 1.14689 -0.74715 -0.85205
H 1.31630 0.84702 -0.04380
H -0.89205 0.05510 -1.28304

Summary:
- SMILES = CCO
- E_HOMO (eV) = -10.24
- total charge = 0

***

Which of them is least stable? Easy: x.

***

w.
Molecular formula: C7H13N3O4
Method: DFT, the ωB97M-V functional and the def2-TZVPD basis

Positions of all 27 atoms, in Å:
N -2.17511 -2.44743 0.59359
C -2.14366 -1.55626 1.57781
O -2.79888 -1.56171 2.59593
C -1.41861 -0.21924 1.02422
C 0.00551 -0.00774 1.30849
C 0.91747 -0.98423 0.56775
N 2.43694 -0.60995 0.65145
C 0.62690 -0.89952 -0.90416
O -0.14962 -1.60747 -1.55210
N 1.27072 0.06850 -1.73976
C 1.72925 1.42618 -1.38484
C 0.68511 2.41760 -0.98543
O -0.44957 2.11342 -0.73935
O 1.17797 3.68342 -0.99016
H -1.37455 -2.41403 -0.03194
H -2.68896 -3.21111 0.55940
H -2.19957 0.37849 1.55614
H -1.53676 -0.25452 -0.10158
H 0.02179 -0.25867 2.42514
H 0.39412 1.01628 1.31360
H 0.72284 -2.06510 0.67522
H 2.82541 -1.12412 1.45580
H 2.90159 -1.06605 -0.11628
H 0.63286 0.41256 -2.43235
H 2.24737 1.88844 -2.24435
H 2.23795 1.22070 -0.59307
H 0.43715 4.31743 -0.74028

Summary:
- SMILES = NC(=O)CC[C@H](N)C(=O)NCC(=O)O
- E_HOMO (eV) = -9.40
- total charge = 0

***

x.
Molecular formula: C7H13N3O4
Method: DFT, the ωB97M-V functional and the def2-TZVPD basis

Positions of all 27 atoms, in Å:
N -0.90315 0.14122 2.80153
C -1.33276 1.48193 2.52158
C -1.52008 1.67858 1.05029
O -2.21665 2.56651 0.62244
N -0.60025 1.00255 0.29350
C -0.18207 1.04647 -1.08706
C 1.08013 0.13949 -1.17585
C 1.02619 -1.29709 -0.64888
C 1.98162 -2.19872 -1.43888
N 2.84356 -2.97664 -0.68229
O 2.02956 -2.11217 -2.62817
C -1.41416 0.63949 -1.91493
O -1.47995 -0.35448 -2.64978
O -2.49203 1.45983 -1.82290
H -1.77056 -0.44793 2.70645
H -0.69146 0.10991 3.79045
H -2.16192 1.90641 3.17781
H -0.46300 2.14629 2.79780
H -0.02005 0.59286 0.92349
H 0.25852 2.00300 -1.32365
H 1.27921 0.01016 -2.25262
H 1.94719 0.64162 -0.72920
H 0.09101 -1.85573 -0.62981
H 1.35287 -1.30982 0.38957
H 3.37522 -3.59336 -1.26799
H 2.51906 -3.43523 0.24651
H -2.53606 2.01485 -1.06939

Summary:
- SMILES = NCC(=O)N[C@@H](CCC(N)=O)C(=O)O
- E_HOMO (eV) = -9.86
- total charge = 0

***

Which of them is least stable? Easy: w.

***

w.
Molecular formula: C9H15N2O
Method: DFT, the ωB97M-V functional and the def2-TZVPD basis

Positions of all 27 atoms, in Å:
C 0.54702 -0.09707 -0.72719
C -0.18943 -0.66924 0.48381
C -0.10856 0.38472 -1.82497
C -2.30231 1.26518 0.04835
C -1.36607 2.01289 -0.90187
C 0.53713 -1.89646 0.93927
C 2.59504 0.28882 -2.13497
C -1.07344 -0.67358 2.75857
C 2.00140 -0.48780 -1.01484
N -1.87705 0.84631 1.28301
N -1.06479 -0.06833 1.38790
O -1.01677 1.17872 -2.00883
H -3.16364 1.89960 0.25532
H -2.77427 0.45318 -0.61021
H -1.86524 2.83480 -1.41065
H -0.52131 2.38430 -0.37900
H 0.68734 -2.51740 0.05007
H 1.47847 -1.65058 1.39625
H -0.04803 -2.57967 1.51757
H 3.72508 0.39682 -2.10715
H 2.19513 1.29102 -2.14383
H 2.50498 -0.13455 -3.11010
H -0.04767 -0.86376 3.19401
H -1.61377 0.03627 3.43048
H -1.71349 -1.67785 2.94517
H 2.40494 -0.34182 -0.10934
H 2.06929 -1.61453 -1.20682

Summary:
- E_HOMO (spin up / spin down) (eV) = -12.48 / -12.43
- total charge = +1

***

x.
Molecular formula: C9H15N2O
Method: DFT, the ωB97M-V functional and the def2-TZVPD basis

Positions of all 27 atoms, in Å:
C 1.95148 -2.05645 -1.36419
C 1.48161 -1.33966 -0.13082
N 0.29690 -1.25484 0.41256
C -0.99998 -1.45751 -0.26205
C -1.90843 -0.28986 0.13050
N -1.50274 1.08680 -0.26996
C -1.93522 2.13430 0.71668
C -0.06871 1.19321 -0.34258
C 0.56042 0.77973 0.99559
O -0.06058 0.93889 2.01966
C 2.08466 0.66933 0.92273
C 2.52593 -0.49004 0.55633
H 1.29932 -2.89123 -1.71565
H 2.93790 -2.44403 -1.42802
H 1.87449 -1.25343 -2.16205
H -1.54920 -2.30859 0.11337
H -0.80553 -1.63817 -1.36901
H -2.89638 -0.53638 -0.41403
H -2.12924 -0.43008 1.20764
H -1.98423 1.30399 -1.14032
H -1.43865 3.09158 0.37029
H -3.00026 2.23436 0.73524
H -1.51971 1.73982 1.66549
H 0.24598 2.18110 -0.39396
H 0.32142 0.64641 -1.25493
H 2.68532 1.23455 1.63376
H 3.53342 -0.84381 0.76774

Summary:
- SMILES = CC1=N\CC[N@@H+](C)CC(=O)/C=C\1
- E_HOMO (eV) = -13.05
- total charge = +1

***

Which of them is least stable? Easy: w.